*w*
Below is a 2-piece molecular cluster, C4H10NO3 overall, with properties calculated with ωB97M-V with the def2-TZVPD basis set.

Output
**Net charge**: -1
**Frontier orbital gap**: 7.99 eV
**Lowest unoccupied orbital energy**: 0.1468 Ha
**Multiplicity**: 1
**E_HOMO**: -3.997 eV

Last columns: bonded neighbours and bond lengths (Å).
Atoms and positions in Å:
1 C -0.334 0.707 2.086  N2 1.435, H8 1.097, H9 1.073, H10 1.111
2 N 0.692 0.534 1.097  C1 1.435, C4 1.461, H11 1.011
3 C 1.740 1.515 -0.877  C4 1.560, H12 1.096, H13 1.080, H14 1.082
4 C 0.400 1.020 -0.250  N2 1.461, C3 1.560, C5 1.594, H15 1.081
5 C -0.200 -0.109 -1.202  C4 1.594, O6 1.242, O7 1.242
6 O -0.162 0.168 -2.412  C5 1.242
7 O -0.663 -1.125 -0.658  C5 1.242
8 H -0.644 1.757 2.142  C1 1.097
9 H 0.041 0.388 3.039  C1 1.073
10 H -1.279 0.144 1.933  C1 1.111
11 H 0.941 -0.443 1.021  N2 1.011
12 H 1.787 2.609 -0.834  C3 1.096
13 H 2.611 1.108 -0.385  C3 1.080
14 H 1.776 1.199 -1.911  C3 1.082
15 H -0.265 1.870 -0.200  C4 1.081
16 H -0.828 -2.886 1.168  O18 0.961
17 H -1.525 -1.538 1.091  O18 0.958
18 O -1.452 -2.324 1.634  H16 0.961, H17 0.958

Population analysis type Mulliken, resulting atomic charges in e:
1. C -0.926
2. N -0.390
3. C -1.335
4. C 0.283
5. C 0.304
6. O -0.757
7. O -0.707
8. H 0.320
9. H 0.293
10. H 0.266
11. H 0.297
12. H 0.239
13. H 0.357
14. H 0.352
15. H 0.361
16. H 0.305
17. H 0.387
18. O -0.648

=====

*x*
Below is a 2-piece molecular cluster, C4H10NO3 overall, with properties calculated with ωB97M-V with the def2-TZVPD basis set.

Output
**Net charge**: -1
**Frontier orbital gap**: 7.83 eV
**Lowest unoccupied orbital energy**: 0.1466 Ha
**Multiplicity**: 1
**E_HOMO**: -3.836 eV

Last columns: bonded neighbours and bond lengths (Å).
Atoms and positions in Å:
1 C 1.274 -0.542 1.268  O2 1.359, C3 1.560, H8 1.183, H9 1.182
2 O 1.876 0.653 1.028  C1 1.359
3 C -0.241 -0.490 0.901  C1 1.560, C4 1.513, N7 1.561, H10 1.069
4 C -0.426 -0.696 -0.587  C3 1.513, C5 1.532, H11 1.118, H12 1.227
5 C -1.913 -0.515 -0.911  C4 1.532, O6 1.209, H13 1.104
6 O -2.364 -1.228 -1.776  C5 1.209
7 N -0.837 0.884 1.341  C3 1.561, H14 1.002, H15 0.936
8 H 1.755 -1.426 0.646  C1 1.183
9 H 1.587 -1.018 2.304  C1 1.182
10 H -0.712 -1.161 1.587  C3 1.069
11 H 0.071 0.108 -1.185  C4 1.118
12 H 0.023 -1.796 -0.891  C4 1.227
13 H -2.434 0.301 -0.381  C5 1.104
14 H -0.308 1.710 1.139  N7 1.002
15 H -0.720 0.763 2.262  N7 0.936
16 H 2.198 2.182 -1.448  O18 0.890
17 H 1.824 1.062 -0.313  O18 1.130
18 O 1.789 1.393 -1.393  H16 0.890, H17 1.130

Population analysis type Mulliken, resulting atomic charges in e:
1. C -0.655
2. O -0.835
3. C 0.070
4. C -0.230
5. C -0.060
6. O -0.543
7. N -0.713
8. H 0.193
9. H 0.261
10. H 0.425
11. H 0.129
12. H 0.187
13. H 0.411
14. H 0.276
15. H 0.236
16. H 0.214
17. H 0.433
18. O -0.800

=====

Verdict on stability: *x* comes out at the bottom.

=====

*w*
Below is a 2-piece molecular cluster, CH8NS2 overall, with properties calculated with ωB97M-V with the def2-TZVPD basis set.

Output
**Net charge**: +1
**Frontier orbital gap**: 7.48 eV
**Lowest unoccupied orbital energy**: -0.2008 Ha
**Multiplicity**: 1
**E_HOMO**: -12.946 eV

Last columns: bonded neighbours and bond lengths (Å).
Atoms and positions in Å:
1 N -1.195 0.594 1.945  H2 1.004, H3 1.077, H4 1.092, H5 1.060
2 H -0.524 1.333 1.844  N1 1.004
3 H -1.330 -0.182 1.211  N1 1.077
4 H -2.160 1.106 1.956  N1 1.092
5 H -0.989 0.111 2.866  N1 1.060
6 C 1.615 0.188 -1.946  S7 1.805, H9 1.099, H10 1.145, H11 1.100
7 S 1.340 -0.151 -0.194  C6 1.805, S8 2.232
8 S -0.521 -1.355 -0.456  S7 2.232, H12 1.422
9 H 1.464 -0.685 -2.596  C6 1.099
10 H 0.976 1.004 -2.431  C6 1.145
11 H 2.649 0.483 -2.179  C6 1.100
12 H -1.326 -2.444 -0.020  S8 1.422

Population analysis type Mulliken, resulting atomic charges in e:
1. N -0.465
2. H 0.361
3. H 0.201
4. H 0.426
5. H 0.396
6. C -0.799
7. S 0.033
8. S -0.423
9. H 0.339
10. H 0.319
11. H 0.324
12. H 0.287

=====

*x*
Below is a 2-piece molecular cluster, CH8NS2 overall, with properties calculated with ωB97M-V with the def2-TZVPD basis set.

Output
**Net charge**: +1
**Frontier orbital gap**: 8.49 eV
**Lowest unoccupied orbital energy**: -0.1509 Ha
**Multiplicity**: 1
**E_HOMO**: -12.597 eV

Last columns: bonded neighbours and bond lengths (Å).
Atoms and positions in Å:
1 N 0.481 0.923 -2.672  H2 1.057, H3 1.029, H4 0.977, H5 1.019
2 H -0.459 1.120 -2.231  N1 1.057
3 H 1.270 1.066 -2.027  N1 1.029
4 H 0.596 0.048 -3.092  N1 0.977
5 H 0.590 1.636 -3.391  N1 1.019
6 C -0.049 -1.362 2.606  S7 1.778, H9 1.135, H10 1.053, H11 1.184
7 S -0.364 -1.208 0.864  C6 1.778, S8 2.058
8 S -0.355 0.790 0.367  S7 2.058, H12 1.344
9 H 0.800 -2.078 2.842  C6 1.135
10 H -0.831 -1.787 3.168  C6 1.053
11 H -0.028 -0.281 3.089  C6 1.184
12 H -1.650 1.133 0.477  S8 1.344

Population analysis type Mulliken, resulting atomic charges in e:
1. N -0.495
2. H 0.367
3. H 0.398
4. H 0.318
5. H 0.384
6. C -0.728
7. S 0.041
8. S -0.367
9. H 0.283
10. H 0.328
11. H 0.250
12. H 0.222

=====

Verdict on stability: *w* comes out at the bottom.